# 1
The following is a DFT calculation (the ωB97M-V functional and the def2-TZVPD basis) of a 14-piece molecular cluster, H28O14 overall at a distorted geometry.

CARTESIAN COORDINATES (ANGSTROEM)
H: 0.90794 -0.47309 0.06783
H: 0.02260 0.13943 1.18915
H: -1.21979 -1.92198 -0.42444
H: -0.23500 -3.04317 -1.04019
H: 1.23351 2.91320 3.15746
H: -0.30150 3.37499 3.34404
H: -0.97036 -2.94009 3.84928
H: -0.29333 -1.69638 3.50568
H: 2.05518 -2.79001 1.54570
H: 1.93443 -1.51097 0.74420
H: 5.57663 -1.33556 0.08471
H: 4.23287 -0.96994 0.30664
H: 3.13726 3.77770 -0.30690
H: 2.94657 3.08315 -1.59669
H: -1.21344 0.17063 -0.50587
H: -1.30894 -0.36620 -1.87508
H: -3.24441 1.99479 0.88617
H: -4.39226 3.00980 1.38261
H: -3.83867 -2.62628 -0.90949
H: -3.30536 -1.89607 0.25238
H: 1.51522 2.01455 -1.59535
H: 1.38109 2.12771 -0.26601
H: 3.34345 -1.46952 -1.39473
H: 2.74741 -0.13994 -1.89430
H: -2.77927 2.24187 -1.46842
H: -3.25377 3.23488 -2.50348
H: -1.53707 -2.88434 -2.16212
H: -2.59731 -1.92822 -2.46422
O: -0.04759 -0.49549 0.48338
O: -0.58930 -2.61811 -0.23302
O: 0.55713 3.42007 3.71762
O: -0.09345 -2.53057 3.88546
O: 1.43191 -2.27286 1.07839
O: 4.85053 -0.86159 -0.35903
O: 3.40969 2.97596 -0.72445
O: -1.86398 -0.06156 -1.13925
O: -3.99843 2.48325 0.62028
O: -3.98567 -2.53844 0.10154
O: 0.77158 2.07696 -0.98893
O: 3.28753 -0.92618 -2.11938
O: -2.63418 3.18449 -1.68588
O: -1.63944 -1.92689 -2.54529

For the relative energy (zero: lowest compared OMol25 entry of this formula, charge and spin), the calculation gives 164.3 kcal/mol. For the LUMO energy, the calculation gives -0.74 eV. For the gap between HOMO and LUMO, the calculation gives 9.589 eV.

For each atom in turn, the natural (NBO) charge in e is:
1. H 0.47
2. H 0.46
3. H 0.49
4. H 0.45
5. H 0.47
6. H 0.47
7. H 0.47
8. H 0.46
9. H 0.47
10. H 0.42
11. H 0.47
12. H 0.44
13. H 0.47
14. H 0.46
15. H 0.48
16. H 0.49
17. H 0.47
18. H 0.48
19. H 0.44
20. H 0.47
21. H 0.44
22. H 0.46
23. H 0.46
24. H 0.45
25. H 0.48
26. H 0.46
27. H 0.47
28. H 0.47
29. O -0.90
30. O -0.95
31. O -0.94
32. O -0.93
33. O -0.88
34. O -0.91
35. O -0.93
36. O -1.00
37. O -0.94
38. O -0.91
39. O -0.91
40. O -0.91
41. O -0.94
42. O -0.94

# 2
The following is a DFT calculation (the ωB97M-V functional and the def2-TZVPD basis) of a 14-piece molecular cluster, H28O14 overall at a distorted geometry.

CARTESIAN COORDINATES (ANGSTROEM)
O: -1.68510 -2.48087 -1.98200
H: -0.96689 -2.52416 -1.25003
H: -2.48003 -2.41286 -1.45656
O: 4.91813 -0.14606 1.98993
H: 5.10536 0.07783 1.14722
H: 3.95489 -0.04086 1.94679
O: 3.03905 -1.43967 -1.65368
H: 2.46315 -0.76045 -1.73387
H: 2.35510 -2.16715 -1.40902
O: 1.81314 0.65023 2.34998
H: 1.16885 0.04798 2.09267
H: 1.98146 0.52435 3.32524
O: -3.00595 -0.00276 -3.22947
H: -3.66584 0.23966 -3.91351
H: -2.51965 -0.66706 -3.32058
O: 0.80850 -1.18800 4.48184
H: 0.54691 -1.48697 3.55128
H: 0.17192 -0.88525 5.10766
O: -4.12667 -0.29346 1.84845
H: -4.95553 -0.22477 1.91557
H: -3.58521 -1.04045 2.15782
O: -0.10637 -1.52830 0.22853
H: 0.29667 -1.10526 0.89687
H: 0.87244 -1.82355 -0.07958
O: 2.60687 2.50330 3.79961
H: 1.82917 2.92265 3.50652
H: 3.31636 2.73549 3.10609
O: 2.73952 2.10999 -1.28243
H: 2.16139 2.53584 -1.86309
H: 2.67274 1.11724 -1.26340
O: 0.00925 0.76275 -5.16919
H: -0.01360 -0.21286 -5.40766
H: -0.67612 1.01610 -4.83928
O: -1.65017 0.43517 3.00902
H: -1.57402 1.31725 2.88640
H: -1.87580 0.08622 2.10420
O: 0.82457 1.33321 -2.86532
H: 0.12303 1.83471 -2.51251
H: 0.82981 1.44042 -3.93982
O: -4.74402 -0.33192 -1.13091
H: -3.82982 -0.44439 -0.87111
H: -5.14748 -0.48332 -0.27867

For the relative energy (zero: lowest compared OMol25 entry of this formula, charge and spin), the calculation gives 184.3 kcal/mol. For the LUMO energy, the calculation gives -0.54 eV. For the gap between HOMO and LUMO, the calculation gives 10.324 eV.

For each atom in turn, the natural (NBO) charge in e is:
1. O -0.96
2. H 0.49
3. H 0.47
4. O -0.93
5. H 0.45
6. H 0.48
7. O -0.89
8. H 0.45
9. H 0.44
10. O -0.96
11. H 0.43
12. H 0.52
13. O -0.95
14. H 0.49
15. H 0.46
16. O -0.98
17. H 0.48
18. H 0.50
19. O -0.96
20. H 0.47
21. H 0.50
22. O -0.92
23. H 0.45
24. H 0.46
25. O -0.95
26. H 0.47
27. H 0.49
28. O -0.96
29. H 0.49
30. H 0.47
31. O -0.90
32. H 0.50
33. H 0.45
34. O -0.93
35. H 0.47
36. H 0.47
37. O -1.02
38. H 0.47
39. H 0.51
40. O -0.92
41. H 0.47
42. H 0.45

# 3
The following is a DFT calculation (the ωB97M-V functional and the def2-TZVPD basis) of a 14-piece molecular cluster, H28O14 overall at a distorted geometry.

CARTESIAN COORDINATES (ANGSTROEM)
H: 0.17369 -0.61420 1.00206
H: 0.63840 0.90803 0.71223
H: 0.30559 -0.73036 -3.54661
H: -1.26491 -0.96540 -3.66332
H: -2.86830 4.35238 2.56859
H: -1.60128 3.60803 2.88391
H: -3.94359 2.94230 1.25625
H: -3.32896 1.75412 0.73184
H: -1.88243 -3.82430 0.14708
H: -2.85647 -3.64928 1.34100
H: 4.67580 -1.56355 -2.29613
H: 4.23721 -1.66092 -0.83257
H: -0.59831 3.85212 -1.45037
H: 0.19177 4.60447 -0.45016
H: 3.72347 -0.37397 0.81870
H: 2.33826 -1.07272 1.33781
H: 2.55542 -4.83984 1.98590
H: 1.08356 -4.69201 1.40264
H: 2.02628 2.81657 2.25550
H: 0.60884 2.50477 2.18182
H: -0.11473 1.76214 -3.57966
H: -1.50905 2.24224 -3.29284
H: -2.28096 1.03553 2.26709
H: -1.24126 0.71286 1.13708
H: -0.27233 -2.19966 -0.27770
H: -1.43954 -2.42520 -1.25813
H: 0.78971 -3.60865 -1.03661
H: 1.49120 -3.17134 0.16967
O: 0.38607 0.08751 0.32038
O: -0.45656 -1.10374 -4.05659
O: -2.10866 4.40077 3.13237
O: -3.06749 2.67961 1.07588
O: -2.75120 -3.46059 0.38332
O: 4.65309 -2.17161 -1.54466
O: -0.73576 4.50328 -0.65113
O: 3.02765 -1.12843 0.68804
O: 2.04832 -4.38107 1.31211
O: 1.14638 3.17448 2.58615
O: -1.09032 1.48564 -3.76277
O: -1.65375 1.44592 1.56277
O: -1.06921 -1.88844 -0.54413
O: 1.71682 -3.35635 -0.81612

For the relative energy (zero: lowest compared OMol25 entry of this formula, charge and spin), the calculation gives 179.0 kcal/mol. For the LUMO energy, the calculation gives -0.74 eV. For the gap between HOMO and LUMO, the calculation gives 9.616 eV.

For each atom in turn, the natural (NBO) charge in e is:
1. H 0.47
2. H 0.47
3. H 0.48
4. H 0.47
5. H 0.46
6. H 0.48
7. H 0.44
8. H 0.47
9. H 0.46
10. H 0.47
11. H 0.46
12. H 0.48
13. H 0.44
14. H 0.46
15. H 0.48
16. H 0.48
17. H 0.49
18. H 0.47
19. H 0.45
20. H 0.46
21. H 0.46
22. H 0.46
23. H 0.47
24. H 0.47
25. H 0.45
26. H 0.48
27. H 0.43
28. H 0.45
29. O -0.92
30. O -0.95
31. O -0.94
32. O -0.92
33. O -0.93
34. O -0.94
35. O -0.91
36. O -0.95
37. O -0.94
38. O -0.91
39. O -0.92
40. O -0.95
41. O -0.93
42. O -0.89

# 4
The following is a DFT calculation (the ωB97M-V functional and the def2-TZVPD basis) of a 14-piece molecular cluster, H28O14 overall at a distorted geometry.

CARTESIAN COORDINATES (ANGSTROEM)
O: 15.46700 -21.62600 8.26100
H: 16.39500 -21.68000 8.17200
H: 15.15100 -22.13800 9.01600
O: 20.25500 -20.11300 6.36200
H: 20.02900 -20.84600 5.81600
H: 20.78500 -20.43000 7.12700
O: 21.22700 -20.05200 10.64400
H: 20.50300 -19.54700 11.12300
H: 21.85700 -20.29900 11.31500
O: 18.19900 -21.98500 7.72300
H: 18.05300 -22.82500 8.12100
H: 18.35900 -22.04800 6.75300
O: 16.54300 -19.10700 7.07300
H: 16.25300 -18.46900 6.38300
H: 17.44800 -18.85300 7.09100
O: 21.73900 -21.20600 8.24900
H: 21.50500 -22.10600 8.17500
H: 21.42300 -20.86900 9.10600
O: 20.38100 -23.55800 8.40400
H: 20.48600 -23.97800 7.55400
H: 19.73900 -22.85600 8.28500
O: 19.16800 -18.53600 11.42300
H: 19.69900 -17.77400 11.49500
H: 18.92300 -18.70700 10.50100
O: 21.05000 -17.46100 8.94300
H: 21.26800 -17.07400 9.79600
H: 20.90000 -18.34400 9.19300
O: 16.23400 -19.53600 10.03300
H: 15.89000 -19.72300 10.90000
H: 15.83200 -20.25100 9.52400
O: 18.34300 -16.36100 9.31800
H: 19.07600 -16.87200 9.00600
H: 18.81400 -15.61800 9.66100
O: 19.17000 -17.61000 6.57000
H: 19.51700 -18.44600 6.80300
H: 18.85000 -17.85000 5.69000
O: 18.75900 -19.56500 8.89800
H: 18.90400 -20.38600 8.37300
H: 17.81300 -19.53300 9.04100
O: 15.43000 -17.06700 9.71900
H: 15.60000 -18.01100 9.83200
H: 16.32300 -16.75500 9.57000

For the relative energy (zero: lowest compared OMol25 entry of this formula, charge and spin), the calculation gives 40.4 kcal/mol. For the LUMO energy, the calculation gives -0.60 eV. For the gap between HOMO and LUMO, the calculation gives 8.886 eV.

For each atom in turn, the natural (NBO) charge in e is:
1. O -0.94
2. H 0.48
3. H 0.47
4. O -1.00
5. H 0.45
6. H 0.50
7. O -1.01
8. H 0.51
9. H 0.48
10. O -0.96
11. H 0.49
12. H 0.51
13. O -0.96
14. H 0.47
15. H 0.48
16. O -0.98
17. H 0.48
18. H 0.51
19. O -0.95
20. H 0.47
21. H 0.47
22. O -0.95
23. H 0.47
24. H 0.51
25. O -0.93
26. H 0.45
27. H 0.48
28. O -0.96
29. H 0.48
30. H 0.50
31. O -0.96
32. H 0.49
33. H 0.46
34. O -0.94
35. H 0.49
36. H 0.45
37. O -1.02
38. H 0.50
39. H 0.51
40. O -0.99
41. H 0.47
42. H 0.48

# 5
The following is a DFT calculation (the ωB97M-V functional and the def2-TZVPD basis) of a 14-piece molecular cluster, H28O14 overall at a distorted geometry.

CARTESIAN COORDINATES (ANGSTROEM)
O: -0.67595 0.45907 -4.61748
H: -0.56763 -0.26212 -5.03629
H: -1.45489 0.36392 -4.11933
O: -2.51205 0.14392 0.02221
H: -2.10308 0.89049 0.08422
H: -1.70849 -0.38349 -0.48233
O: -0.62824 1.65354 1.47484
H: -0.98482 2.50507 1.59440
H: 0.29665 1.47778 1.85149
O: 2.09258 0.66022 -2.91190
H: 2.24985 1.38903 -3.53665
H: 1.69816 1.10876 -2.17671
O: 1.01862 -2.36697 -0.50465
H: 0.31799 -1.76324 -0.70526
H: 0.61936 -2.99438 -0.04808
O: -0.38387 0.15411 -1.49902
H: -0.22141 0.88070 -1.00136
H: -0.53592 -0.07373 -2.32749
O: 0.52188 -1.42732 -3.34852
H: 1.02249 -1.93470 -2.80558
H: 1.33237 -0.93372 -3.56959
O: 1.18278 -0.13964 3.83395
H: 1.66469 -0.80560 3.36467
H: 1.56423 -0.10094 4.72820
O: 1.84498 -2.40177 2.35152
H: 1.40297 -2.29824 1.46111
H: 1.18833 -2.99773 2.73360
O: -5.12655 1.00721 -0.75591
H: -4.39502 1.45035 -1.07735
H: -4.84741 0.59963 -0.06215
O: 0.74065 3.91460 0.10098
H: 1.50552 3.45008 -0.30599
H: 1.16487 4.52833 0.66163
O: -0.75974 -3.16888 3.04081
H: -0.91550 -2.23153 3.25918
H: -1.40518 -3.55141 3.53156
O: 2.48319 2.38363 1.02106
H: 2.63958 1.52120 1.36982
H: 3.38688 2.69788 0.86055
O: -0.61750 -1.23925 1.37812
H: -1.23272 -1.81628 1.01670
H: -0.86263 -0.34856 1.15102

For the relative energy (zero: lowest compared OMol25 entry of this formula, charge and spin), the calculation gives 135.4 kcal/mol. For the LUMO energy, the calculation gives -0.09 eV. For the gap between HOMO and LUMO, the calculation gives 10.624 eV.

For each atom in turn, the natural (NBO) charge in e is:
1. O -0.91
2. H 0.46
3. H 0.46
4. O -0.97
5. H 0.45
6. H 0.48
7. O -1.01
8. H 0.50
9. H 0.52
10. O -0.94
11. H 0.48
12. H 0.48
13. O -0.93
14. H 0.49
15. H 0.45
16. O -1.00
17. H 0.51
18. H 0.53
19. O -0.97
20. H 0.47
21. H 0.49
22. O -0.98
23. H 0.50
24. H 0.47
25. O -0.99
26. H 0.49
27. H 0.49
28. O -0.92
29. H 0.46
30. H 0.46
31. O -0.94
32. H 0.48
33. H 0.46
34. O -0.96
35. H 0.50
36. H 0.46
37. O -0.96
38. H 0.48
39. H 0.48
40. O -0.97
41. H 0.47
42. H 0.50

# 6
The following is a DFT calculation (the ωB97M-V functional and the def2-TZVPD basis) of a 14-piece molecular cluster, H28O14 overall at a distorted geometry.

CARTESIAN COORDINATES (ANGSTROEM)
O: -0.66350 -4.20329 -0.25707
H: -0.84587 -5.13878 -0.11872
H: -0.37570 -4.15290 -1.16949
O: -0.28245 0.17910 3.50469
H: -1.05041 0.34412 4.05052
H: 0.07738 0.98222 3.12101
O: -0.98920 -0.92125 -4.87686
H: -0.54534 -1.71010 -4.56113
H: -0.33481 -0.22255 -4.79200
O: 0.68859 -1.44052 1.04875
H: 0.97339 -2.26269 1.47941
H: 1.44916 -0.90754 1.31497
O: -3.62554 -2.60424 -0.97713
H: -4.29472 -3.20585 -0.62000
H: -4.22610 -2.14209 -1.57917
O: -1.87712 3.52802 2.91514
H: -1.34638 3.71539 2.13368
H: -2.49363 2.82362 2.69951
O: 3.44075 2.49389 -0.66351
H: 3.47565 3.30955 -0.15419
H: 2.63145 2.09797 -0.32024
O: 0.61929 2.33721 3.55263
H: 1.12286 1.96605 4.27486
H: -0.12983 2.91890 3.71783
O: 1.44539 3.39376 -2.19761
H: 1.98572 3.31168 -1.38026
H: 1.33194 4.33267 -2.36212
O: -0.32538 -3.57716 2.67375
H: -0.62114 -2.85021 2.09596
H: -0.35059 -4.17102 1.90233
O: 1.14490 -4.00867 -2.70158
H: 0.39640 -3.43167 -2.49639
H: 1.55459 -3.42730 -3.35705
O: -1.06602 2.22927 -0.96019
H: -1.69177 1.50119 -0.95080
H: -0.39419 2.02423 -1.62283
O: -0.02369 -0.87248 -2.33233
H: -0.86005 -0.80122 -1.86408
H: 0.61779 -1.26381 -1.73443
O: 1.66299 3.42956 1.16252
H: 1.03379 2.89180 1.66012
H: 1.67774 4.36649 1.34595

For the relative energy (zero: lowest compared OMol25 entry of this formula, charge and spin), the calculation gives 79.6 kcal/mol. For the LUMO energy, the calculation gives 0.03 eV. For the gap between HOMO and LUMO, the calculation gives 10.556 eV.

For each atom in turn, the natural (NBO) charge in e is:
1. O -0.95
2. H 0.47
3. H 0.47
4. O -0.99
5. H 0.46
6. H 0.48
7. O -0.94
8. H 0.47
9. H 0.47
10. O -0.95
11. H 0.48
12. H 0.47
13. O -0.92
14. H 0.46
15. H 0.46
16. O -0.96
17. H 0.48
18. H 0.49
19. O -0.92
20. H 0.47
21. H 0.48
22. O -0.99
23. H 0.51
24. H 0.52
25. O -0.97
26. H 0.48
27. H 0.47
28. O -0.94
29. H 0.48
30. H 0.47
31. O -0.93
32. H 0.45
33. H 0.47
34. O -0.96
35. H 0.46
36. H 0.50
37. O -0.97
38. H 0.49
39. H 0.49
40. O -1.00
41. H 0.51
42. H 0.48